A structure of composition C4H10O2. Source: the Open Molecules 2025 dataset; level of theory: ωB97M-V with the def2-TZVPD basis set.

```
! RIJCOSX wB97M-V def2-TZVPD def2/J DEFGRID3
* xyz 0 1
C -0.83 -0.88 1.31
O -0.45 0.22 0.55
C 0.35 -0.07 -0.71
C -1.45 0.48 -1.05
C 1.70 0.59 -0.49
O 2.36 0.16 0.70
H -1.48 -1.55 0.75
H 0.06 -1.42 1.57
H -1.35 -0.58 2.21
H 0.49 -1.17 -0.77
H -2.38 0.38 -0.46
H -1.51 -0.16 -1.90
H -1.32 1.51 -1.33
H 2.35 0.31 -1.32
H 1.60 1.68 -0.48
H 1.84 0.50 1.43
*
```

---

An isolated molecule of C4H10O2. Source: the Open Molecules 2025 dataset; level of theory: ωB97M-V with the def2-TZVPD basis set.

Computed properties:
SMILES string   COC[C@@H](C)O

```
! RIJCOSX wB97M-V def2-TZVPD def2/J DEFGRID3
* xyz 0 1
C 2.33 -0.85 -0.51
O 1.37 -0.19 0.28
C 0.31 0.41 -0.45
C -0.88 0.56 0.52
C -2.24 0.45 -0.17
O -0.85 -0.46 1.49
H 1.85 -1.54 -1.23
H 2.95 -0.14 -1.07
H 2.96 -1.43 0.16
H 0.04 -0.24 -1.29
H 0.63 1.38 -0.86
H -0.79 1.55 1.02
H -2.94 0.05 0.57
H -2.19 -0.27 -1.00
H -2.63 1.40 -0.55
H 0.06 -0.79 1.50
*
```

---

The ion C4H10O2P with charge -1. Source: the Open Molecules 2025 dataset; level of theory: ωB97M-V with the def2-TZVPD basis set.

Computed properties:
SMILES string   CCOP([O-])CC

```
! RIJCOSX wB97M-V def2-TZVPD def2/J DEFGRID3
* xyz -1 1
C 2.91 0.96 0.11
C -2.72 -1.37 0.08
C 1.60 0.22 -0.05
C -1.56 -0.55 -0.38
O -1.58 1.99 0.76
O 0.55 1.11 -0.24
P -0.79 0.75 0.84
H 3.10 1.36 1.19
H 2.98 1.90 -0.46
H -2.40 -2.02 0.83
H -3.64 -0.88 0.43
H -2.97 -1.94 -0.72
H 3.83 0.24 -0.21
H 1.52 -0.32 -1.03
H 1.57 -0.51 0.91
H -1.76 0.24 -1.21
H -0.63 -1.17 -0.86
*
```

---

The records above give, respectively, largest force on an atom values of 3.575; 0.287; 4.215 eV Å⁻¹.
The records above give, respectively, relative energy (zero: lowest compared OMol25 entry of this formula, charge and spin) values of 547.7; 114.7; 104.3 kJ/mol.